The following is a quantum chemistry calculation of a 5-piece molecular cluster, C38H80N4O6 overall, from the Open Molecules 2025 dataset.

```
128
Properties=species:S:1:pos:R:3:forces:R:3
O 12.524658 11.078678 -1.754174 -0.823 -0.177 0.688
C 11.618520 12.147173 -1.647309 2.984 -1.546 -0.127
C 10.835575 12.458791 -0.297884 -0.846 -0.957 1.682
O 10.782726 11.591711 0.821927 0.974 0.425 -1.029
H 11.128043 12.124142 -2.620458 -2.262 0.088 -0.462
H 12.314158 12.947250 -1.900425 -0.046 1.883 0.606
H 9.791396 12.753972 -0.401110 -1.175 -0.083 -1.516
H 11.128994 13.441825 0.070448 1.292 0.972 -0.014
C 17.287289 13.618581 -2.562920 -0.418 -0.578 0.827
C 16.445605 13.722543 -3.804915 -1.280 2.608 -0.881
C 16.519767 15.240200 -4.296268 -0.628 -1.239 -0.372
C 17.732817 15.604158 -5.036203 1.404 -1.862 -0.366
C 18.027033 14.534263 -6.168488 -0.872 2.520 -0.250
C 18.040247 13.070186 -5.817657 -1.870 0.032 1.557
N 16.861818 12.820143 -4.886772 -0.215 2.302 -1.305
O 16.769640 11.547424 -4.433354 0.227 -1.684 -0.284
C 17.845435 12.163849 -7.010640 0.638 -0.054 -0.908
C 19.341924 12.782926 -5.183254 0.787 -0.974 1.583
C 14.910461 13.495125 -3.506693 0.765 -0.565 0.467
H 16.815447 14.159434 -1.742598 0.132 0.257 -0.171
H 18.315874 13.957270 -2.686982 -0.004 -0.035 0.041
H 17.238355 12.587847 -2.211792 0.411 -0.181 0.119
H 15.754462 15.397429 -5.056329 -0.880 0.064 0.621
H 16.527834 15.959484 -3.477327 -1.089 -0.330 0.351
H 18.523697 15.599986 -4.286151 0.708 0.088 -0.285
H 17.617132 16.631089 -5.382804 0.310 -0.107 -0.523
H 18.941876 14.941815 -6.598668 0.358 -0.827 -0.431
H 17.256440 14.626173 -6.933900 -0.217 0.413 -0.114
H 16.882722 12.128142 -7.520560 -0.257 0.358 0.591
H 18.544551 12.537201 -7.758943 0.296 -0.207 -0.287
H 18.127386 11.139347 -6.767710 -0.052 0.009 0.051
H 19.365874 11.763391 -4.798458 0.193 -0.426 -0.376
H 20.181797 12.933769 -5.861446 0.069 0.097 0.182
H 19.407533 13.339026 -4.248079 0.528 0.547 -0.334
H 14.740526 12.614092 -2.887816 -0.047 -0.188 0.109
H 14.290810 13.332031 -4.388476 0.451 0.091 -0.262
H 14.465593 14.330028 -2.965287 0.277 0.182 0.084
H 17.516117 11.429484 -3.841365 0.226 -0.436 0.549
C 15.189395 14.315716 0.385146 -0.225 0.090 -0.696
C 15.185904 14.054629 1.882182 -0.273 0.647 1.805
C 15.298364 15.431469 2.686192 0.402 0.267 -0.516
C 14.733835 15.703571 4.108231 -1.391 -2.059 -0.344
C 13.297841 15.030782 4.284215 1.658 1.560 -1.886
C 13.315075 13.615342 3.656202 -1.161 -0.680 1.950
N 13.858006 13.542108 2.304200 0.248 -0.176 -1.067
O 13.521210 12.269145 1.671266 1.720 1.485 1.416
C 13.949678 12.604005 4.671130 0.586 0.305 -1.214
C 11.819033 13.340876 3.536036 -0.882 -0.984 -1.163
C 16.455947 13.160069 2.145383 -0.857 0.139 0.531
H 15.980997 14.989782 0.057874 0.060 0.726 0.572
H 14.220076 14.684256 0.049416 0.024 0.006 -0.048
H 15.469107 13.462890 -0.233371 -0.650 -0.630 0.435
H 16.354302 15.700417 2.658330 0.343 -0.068 0.226
H 14.862310 16.262610 2.131977 -0.386 -0.349 -0.692
H 14.743833 16.790865 4.184239 -0.060 -0.076 0.630
H 15.253323 15.183721 4.913218 0.838 0.469 -0.029
H 12.528710 15.570812 3.732030 0.181 0.323 -0.330
H 12.950831 15.124568 5.313237 0.263 -0.725 0.174
H 15.025468 12.728446 4.547431 0.281 -0.046 0.440
H 13.670682 12.775783 5.710720 -0.158 0.017 -0.052
H 13.747427 11.579091 4.360074 -0.250 0.027 0.069
H 11.557795 12.350197 3.164013 0.305 -0.379 0.188
H 11.199772 13.527693 4.413375 0.382 0.197 0.355
H 11.413378 13.915473 2.703338 -0.002 0.481 0.068
H 17.246346 13.358360 1.421475 -0.191 -0.077 -0.304
H 16.108920 12.128252 2.090315 0.293 -0.111 -0.138
H 16.932560 13.341144 3.108786 -0.273 -0.056 0.345
H 12.681227 12.475604 1.254844 -1.231 -0.793 -0.711
C 7.430640 7.593890 -2.404065 -0.293 -0.713 -0.110
C 7.195947 8.886988 -1.610609 -0.783 1.463 -2.154
C 5.708822 9.341441 -1.978377 0.698 0.833 1.936
C 5.392192 10.430750 -0.906466 -1.319 -0.788 -0.437
C 5.356915 9.744412 0.469902 1.254 1.699 -0.301
C 6.800065 9.370718 0.947587 -0.520 2.902 -4.679
N 7.353682 8.612899 -0.207962 -1.657 -1.314 0.459
O 8.667857 8.215880 -0.005041 0.777 -0.052 0.521
C 7.661954 10.661789 1.172926 -0.149 -0.854 0.867
C 6.766203 8.522252 2.084846 0.307 -2.009 3.130
C 8.186807 10.008768 -2.099544 -0.349 -0.754 -0.771
H 6.549931 6.953200 -2.359671 -0.489 0.149 0.025
H 8.189135 6.897901 -2.045749 0.565 0.638 0.074
H 7.602243 7.791624 -3.462151 0.174 0.161 -0.017
H 5.511350 9.614521 -3.014973 0.868 0.425 -0.100
H 4.986332 8.536172 -1.845488 0.086 -0.353 0.492
H 4.384612 10.843801 -0.953994 -0.444 -0.154 -0.756
H 5.973219 11.352978 -0.903724 0.674 -0.490 -0.179
H 4.602989 8.958130 0.431711 0.249 -0.304 0.291
H 5.005266 10.594993 1.053826 -0.157 -0.434 0.956
H 7.547158 11.558691 0.564252 -0.325 -0.478 -0.509
H 7.493845 11.023875 2.187189 0.184 -0.098 0.294
H 8.695257 10.331777 1.065809 0.368 0.519 0.181
H 6.298318 9.037426 2.923757 -0.031 0.043 0.141
H 6.246663 7.573255 1.952267 -0.411 0.052 -0.407
H 7.753777 8.207126 2.421740 0.278 0.340 0.028
H 8.185659 10.934658 -1.524369 0.559 -0.530 0.550
H 7.981976 10.382539 -3.102757 -0.651 -0.331 -0.315
H 9.138258 9.500218 -2.255192 0.485 0.661 0.787
H 8.574011 7.298936 0.263300 0.253 -0.144 0.038
C 9.563376 10.629955 -5.484820 2.275 -1.327 -0.306
C 10.827795 9.928605 -6.212850 -1.271 -0.544 1.355
C 10.407988 9.626188 -7.630929 0.716 2.165 -1.962
C 10.612362 10.909461 -8.617686 1.876 -0.690 1.279
C 12.070710 11.447406 -8.395429 -1.139 -0.379 -1.254
C 12.445831 11.817862 -6.985589 0.091 -0.149 -1.246
N 12.096289 10.674536 -6.153655 0.448 -1.027 -1.149
O 12.564159 10.801541 -4.864574 0.126 -0.009 0.124
C 14.044689 12.004391 -7.105315 -0.798 -0.043 1.762
C 11.785688 13.141984 -6.483964 0.676 -0.434 1.200
C 11.024668 8.472291 -5.573019 0.130 -0.216 1.056
H 8.855780 9.813039 -5.343248 -0.314 0.307 -0.015
H 9.951506 10.916007 -4.507257 -0.520 0.464 0.136
H 9.175857 11.441507 -6.100706 -0.065 0.012 0.260
H 11.095678 8.827440 -7.908742 -0.090 0.043 -0.851
H 9.378951 9.283972 -7.740785 0.041 -0.152 0.444
H 10.509015 10.634434 -9.667348 -0.115 -0.205 -0.002
H 10.031251 11.820343 -8.473771 -0.877 -0.483 0.497
H 12.210206 12.358213 -8.977723 -0.050 0.099 -0.299
H 12.797957 10.736413 -8.787485 -0.041 -0.269 0.106
H 14.352636 12.924254 -6.608202 0.018 0.145 -0.125
H 14.508308 11.988745 -8.091683 -0.597 -0.051 -0.256
H 14.519778 11.233451 -6.498651 -0.045 -0.184 -0.060
H 10.891229 13.020117 -5.873064 -0.127 -0.497 -0.113
H 11.541349 13.973414 -7.145111 0.562 -0.230 -0.513
H 12.556481 13.420069 -5.765181 -0.361 0.945 0.166
H 10.180636 7.800210 -5.728011 -0.457 0.330 -0.630
H 11.894127 7.858988 -5.809653 0.400 0.610 -1.331
H 11.168384 8.313723 -4.504236 -0.353 1.448 0.577
H 11.978436 11.452094 -4.470481 0.015 0.229 1.288
```
Forces are in eV/Å.

As for the total charge: -2. As for the spin multiplicity: 1. The calculation puts the relative energy (zero: lowest compared OMol25 entry of this formula, charge and spin) at 130.2 kcal/mol. The energy is -58934.857 eV. The calculation puts the largest force on an atom at 5.53 eV/A. The calculation puts the LUMO energy at 3.8 eV. Its HOMO energy is 0.04653 Eh.